Computed, not measured: 19 unconnected molecules or ions with the total composition C48H146N12O19, with ωB97M-V with the def2-TZVPD basis set.

CARTESIAN COORDINATES (ANGSTROEM)
1 C -29.43003 12.53734 -18.67794
2 H -21.65204 0.45639 -2.61321
3 H -22.49236 9.22659 -6.47043
4 H -19.46117 4.73408 -9.47816
5 H -19.59357 6.12303 -6.38086
6 H -19.13120 -0.40813 -13.24085
7 H -31.82816 11.83016 -9.68312
8 C -18.32156 8.63733 -22.99784
9 H -14.96108 8.58492 -21.22699
10 H -18.85159 11.48676 -17.28418
11 H -20.29506 3.84594 -2.63100
12 H -31.17449 4.90565 -10.51278
13 H -25.95358 6.82194 -19.39003
14 H -18.87405 -0.39675 -9.88258
15 H -14.93724 4.60364 -16.44411
16 H -16.46103 4.39358 -15.48641
17 H -15.55100 7.22222 -20.13290
18 C -20.17749 -0.56039 -8.13573
19 O -16.73170 4.78684 -17.41124
20 C -29.70352 5.02022 -8.87279
21 C -19.87366 13.26067 -17.16528
22 H -18.57024 14.99752 -16.69302
23 H -14.37692 8.42076 -19.68050
24 H -25.64014 10.04296 -15.35304
25 N -16.78715 9.03394 -18.47601
26 H -18.75760 7.26095 -8.30442
27 H -18.55124 13.61750 -15.64723
28 H -26.06775 3.81207 -22.77813
29 O -25.44368 5.53944 -21.79646
30 C -18.88967 -0.92512 -8.92933
31 C -18.94209 5.69061 -9.53908
32 C -16.58695 3.50547 -18.02237
33 H -24.91024 4.52558 -5.25601
34 H -23.31727 3.91145 -16.33801
35 O -18.84074 -4.48115 -13.75618
36 H -22.93242 -0.09340 -19.25857
37 H -28.97022 6.45212 -14.47107
38 O -28.95572 7.32485 -14.07816
39 O -28.34524 12.52880 -17.77726
40 H -28.19086 7.74999 -14.46607
41 H -19.09929 3.57430 -20.52829
42 H -25.37135 3.07094 -5.96393
43 H -25.49134 11.85041 -17.56893
44 C -24.31046 6.38928 -21.58068
45 H -17.09888 2.78961 -17.37926
46 C -26.99036 12.81275 -10.98100
47 H -24.87619 12.15310 -15.89795
48 O -31.82816 2.60205 -10.72835
49 O -23.33040 0.40479 -15.29097
50 C -17.71798 8.82869 -20.64988
51 H -28.05167 9.65515 -11.19809
52 H -27.50241 10.74513 -18.34635
53 H -24.40040 9.25257 -11.88895
54 N -20.84471 -2.43769 -13.92619
55 C -22.42487 3.17802 -4.35655
56 N -16.92044 2.24587 -20.11460
57 C -19.48347 -2.17976 -14.43956
58 C -25.74082 12.18206 -16.56103
59 C -19.47820 6.44469 -8.35501
60 H -20.07186 2.20582 -1.97820
61 H -21.14817 7.35687 -9.38679
62 O -21.56619 -0.39111 -10.18823
63 O -21.14904 7.94105 -7.39436
64 H -18.73555 15.27839 -20.11375
65 H -27.23195 10.67890 -12.23527
66 H -18.26591 5.51098 -7.16985
67 C -29.30632 11.66312 -10.60047
68 C -20.97570 6.95330 -8.38905
69 H -25.56093 5.80280 -12.37031
70 H -24.36005 6.73939 -19.01377
71 H -21.41736 -2.11889 -9.19740
72 C -20.39486 2.78188 -2.84533
73 H -31.87280 3.92409 -7.86047
74 C -21.44936 -1.05899 -8.94501
75 H -18.49502 -2.99431 -12.66587
76 H -18.96473 9.51647 -23.03695
77 H -27.40568 11.28991 -9.47611
78 H -17.50587 -2.80868 -14.11515
79 H -18.67992 15.94992 -18.68968
80 C -18.61406 13.90841 -16.69581
81 H -17.87718 8.45175 -23.97569
82 H -32.82711 0.99855 -11.51386
83 H -17.02294 -5.05455 -12.92388
84 H -16.11922 10.19220 -20.04465
85 C -19.11157 -0.70673 -14.28895
86 C -30.66139 3.02068 -9.93601
87 H -16.74424 4.26367 -20.02960
88 H -18.47861 -5.40142 -11.88683
89 H -22.88189 8.84975 -8.13126
90 C -22.49555 8.42223 -7.20602
91 H -30.63850 2.44132 -9.01302
92 H -29.60250 11.95133 -11.60909
93 H -21.82057 4.44849 -14.62203
94 H -27.48217 13.11009 -11.90718
95 H -19.47436 -2.48177 -15.48685
96 H -18.12792 7.87096 -20.32924
97 H -29.15068 11.97850 -19.57112
98 C -26.91811 11.30052 -16.27531
99 N -19.26730 5.63792 -7.20446
100 H -16.95154 8.04326 -18.36826
101 H -26.12868 13.19993 -16.60114
102 C -31.81639 1.23969 -11.18463
103 H -22.37571 -0.96678 -8.37803
104 H -21.67888 6.12473 -8.30477
105 H -23.88126 3.99815 -13.91293
106 H -29.76005 6.07327 -8.59711
107 H -18.14034 -6.29202 -13.36961
108 C -18.48392 -3.12027 -13.74851
109 H -19.22364 -0.71142 -6.29849
110 O -27.02399 0.76823 -14.98913
111 O -23.81457 2.93299 -4.53534
112 H -17.86290 5.53790 -9.52759
113 C -15.30248 8.27828 -20.23829
114 C -24.47823 3.59455 -5.62295
115 H -23.57095 5.82804 -21.00951
116 C -19.45868 15.67483 -19.40100
117 H -19.72995 -0.03946 -14.88936
118 H -18.00065 -0.62318 -8.37563
119 H -29.75442 2.91372 -10.53103
120 H -15.88167 5.99894 -15.94924
121 H -24.59418 4.63120 -23.53696
122 H -16.01456 9.19455 -17.84561
123 H -15.93893 2.08489 -19.93903
124 H -23.04567 8.75970 -21.55354
125 C -16.45037 9.17235 -19.84885
126 H -19.12335 4.51576 -19.03738
127 H -18.55343 9.52307 -20.56066
128 H -21.44028 6.66532 -14.01482
129 H -20.06570 11.01911 -13.64108
130 C -21.73981 1.05811 -10.12506
131 H -28.74582 10.62255 -17.06518
132 C -30.93287 4.44354 -9.55560
133 O -20.48375 14.86202 -18.97347
134 H -22.36102 4.24468 -4.14146
135 H -21.87736 4.70345 -16.84065
136 H -22.91773 -0.37145 -14.91232
137 C -17.22077 3.47215 -19.45123
138 C -23.49005 8.47958 -20.59847
139 H -31.63567 13.33156 -8.86182
140 C -31.24164 12.74884 -9.69445
141 H -23.85012 3.80919 -6.48754
142 C -24.71436 7.64512 -20.80386
143 H -20.71926 -3.38516 -13.59961
144 H -27.08969 13.71547 -10.37824
145 H -19.06576 7.87549 -22.76573
146 H -20.73741 13.72210 -16.68662
147 H -19.16376 13.23308 -19.22233
148 H -20.44342 11.25013 -17.32525
149 H -29.59586 13.55836 -19.02162
150 H -30.34537 12.18832 -18.19999
151 C -15.95249 4.95882 -16.26743
152 C -23.75838 5.06560 -14.09609
153 H -28.26597 4.27181 -16.59551
154 N -25.08263 7.33332 -19.39485
155 H -18.08747 -0.58232 -14.64083
156 H -24.80698 4.41350 -11.69627
157 C -25.16012 4.39843 -22.63495
158 H -21.48630 -0.40162 -18.93353
159 H -16.96433 2.42472 -21.10767
160 C -21.84344 2.42514 -3.15490
161 H -19.80740 16.64792 -19.74681
162 H -20.83009 12.83782 -19.02512
163 O -23.48179 9.26802 -12.15752
164 H -18.90842 -1.99848 -9.11810
165 C -18.08204 -5.31101 -12.89809
166 C -22.51512 5.19478 -15.00770
167 H -20.71706 1.39902 -9.96422
168 H -27.42784 11.76522 -15.43132
169 H -25.55801 8.21606 -21.19164
170 H -27.21666 0.34321 -14.15338
171 H -22.67330 7.85980 -20.22847
172 H -20.82302 10.34366 -12.51764
173 H -24.60902 5.49313 -14.62687
174 N -32.03889 4.56167 -8.62598
175 H -22.39875 7.44534 -15.33242
176 H -21.83435 3.09682 -5.26912
177 H -28.42999 3.15272 -15.58922
178 H -19.30541 2.69285 -19.07026
179 H -29.78657 10.68951 -10.50277
180 N -27.38321 10.40848 -11.27398
181 H -32.77291 4.01886 -9.05804
182 H -15.53557 3.22823 -18.09873
183 O -20.09875 10.94607 -12.68724
184 N -20.06938 -1.06433 -6.72308
185 H -31.13415 1.28409 -12.03356
186 H -24.53793 3.82313 -21.94936
187 O -22.29753 -0.07732 -18.54241
188 H -20.96328 6.51778 -15.67095
189 O -17.34198 8.78425 -22.01520
190 C -21.83932 6.56220 -15.02389
191 H -23.62450 9.37107 -19.98588
192 H -20.20535 0.52323 -8.02129
193 H -17.78528 13.42460 -17.21268
194 H -29.33282 4.45732 -8.01616
195 O -28.47813 4.10465 -15.67721
196 H -28.86887 5.04625 -9.57334
197 H -22.25678 1.44815 -11.00182
198 H -19.71356 2.54055 -3.66123
199 N -22.75756 4.75212 -16.34772
200 N -19.72615 11.82951 -16.91301
201 H -22.92405 0.84500 -3.40230
202 O -29.82924 12.66487 -9.73281
203 C -27.91215 11.21012 -17.44969
204 H -19.21392 6.19265 -10.46761
205 H -24.40521 5.85937 -10.97500
206 H -22.38748 1.39265 -9.31469
207 H -26.23503 9.57271 -16.84326
208 C -27.73135 11.52770 -10.48877
209 N -21.92498 0.99142 -3.42521
210 H -22.41457 2.62072 -2.24734
211 H -23.80422 6.64156 -22.51244
212 H -31.54106 13.29981 -10.58601
213 C -20.05606 13.51454 -18.66315
214 C -24.61209 5.45184 -11.96455
215 H -23.20019 7.66499 -6.86228
216 H -23.06803 0.39123 -16.21140
217 N -26.45946 9.95975 -15.93776
218 H -25.95028 12.63306 -11.25313
219 O -23.46480 5.65350 -12.81338
220 H -20.68193 -0.52733 -6.12600
221 H -31.40575 0.55683 -10.44085
222 H -21.00204 -1.88391 -13.09633
223 C -18.80547 3.57113 -19.47864
224 H -26.07177 0.86558 -14.99496
225 H -23.17884 8.36925 -12.02840

Atomic forces in eV per Å
C 0.462 0.366 -0.126
H 0.577 0.032 0.259
H 0.363 -0.146 0.027
H 0.270 -0.402 -0.540
H 0.239 0.058 0.239
H -0.148 0.051 0.046
H 0.557 -0.577 -0.024
C -1.107 0.320 0.557
H -0.330 -0.733 -0.436
H 0.248 0.012 -0.013
H 0.054 0.010 0.123
H -0.021 0.677 0.246
H -0.063 -0.295 0.159
H -0.083 -0.075 -0.057
H 0.173 -0.183 0.206
H 0.488 -0.118 0.568
H -0.098 -0.097 -0.428
C 0.439 -0.255 0.172
O -0.160 0.444 -1.716
C 1.122 0.699 -0.947
C -0.011 0.224 -1.566
H -0.085 -0.151 -0.499
H -0.268 0.307 0.749
H 0.216 -0.287 -0.202
N -0.810 -0.340 1.443
H -0.710 1.200 0.112
H 0.418 0.055 0.190
H -0.037 0.458 -0.317
O -0.220 0.665 -1.069
C -1.019 0.255 0.433
C -1.542 -0.589 -0.695
C -1.058 0.325 -0.303
H 0.339 0.450 0.054
H 0.455 -0.320 -0.476
O -0.209 -0.292 -1.550
H -0.225 0.002 -0.146
H -0.022 -0.399 -0.125
O -0.156 0.120 0.262
O 0.144 -0.128 0.290
H 0.253 0.277 -0.192
H -0.008 0.188 -0.138
H 0.348 -0.744 0.178
H 0.888 0.491 -0.193
C -1.005 -0.391 -0.290
H 0.028 -0.442 0.009
C -0.934 -0.458 -0.590
H -0.265 -0.350 0.159
O 0.474 -0.055 1.111
O -0.321 0.360 0.214
C 0.090 0.283 -1.085
H 0.037 -0.035 -0.251
H 0.317 -0.278 -0.062
H -0.369 0.112 0.131
N 0.514 -0.115 -0.377
C -0.313 1.663 0.439
N 0.969 -1.198 -0.034
C -0.672 -0.464 0.411
C -0.518 0.779 -1.377
C -0.170 1.496 -0.125
H 0.019 0.099 0.083
H -0.085 0.409 -0.211
O -0.774 0.842 -0.407
O -0.619 0.005 0.559
H -0.733 -0.678 -1.026
H -0.246 -0.314 -0.219
H 0.082 -0.275 0.704
C 0.498 1.135 0.238
C 1.467 -0.070 -0.860
H 0.184 0.517 -0.201
H 0.022 -0.196 0.296
H 0.525 -0.057 0.066
C -0.111 0.311 -0.268
H 0.623 0.163 0.726
C 0.671 0.536 0.729
H 0.250 1.477 0.342
H 0.141 0.585 -0.281
H -0.457 0.326 0.359
H 0.529 -0.866 -0.256
H -0.389 0.005 1.261
C 0.296 -0.190 1.474
H 0.151 0.023 0.258
H 0.159 -0.133 0.181
H 0.046 0.277 0.318
H -0.369 0.237 -0.109
C 0.667 -0.574 -0.219
C -1.587 -0.921 -0.929
H -0.381 0.769 0.273
H -0.002 0.426 0.125
H -0.013 -0.026 -0.227
C 0.606 -0.019 -0.474
H 0.333 -0.468 0.008
H 0.457 0.134 -0.580
H 0.556 0.381 0.840
H -0.047 -0.062 -0.357
H -0.037 0.191 -0.273
H 0.148 -0.476 0.128
H -0.352 -0.416 -0.105
C 0.085 0.169 0.806
N -0.130 -1.001 0.867
H -0.433 -0.349 0.452
H 0.392 0.216 -0.247
C 0.842 1.571 -0.210
H -0.068 0.426 0.372
H 0.008 -0.321 0.452
H -0.508 -0.196 -0.223
H -0.656 -0.093 0.241
H -0.059 -0.162 0.224
C -0.111 0.993 1.747
H 0.892 -0.288 -0.540
O -0.335 0.188 -0.166
O -0.339 -1.072 -0.651
H -0.070 0.075 0.271
C 0.941 0.113 -0.780
C 0.034 0.431 0.776
H 0.227 -0.018 0.412
C 1.879 1.445 -0.154
H -0.209 -0.181 0.124
H 0.023 -0.190 0.051
H 0.159 -0.127 0.004
H -0.326 0.078 -0.359
H -0.308 0.142 -0.157
H 0.281 0.392 -0.142
H 0.353 -0.543 -0.152
H -0.219 0.531 -0.313
C 0.247 0.258 -0.563
H -0.243 -0.167 0.169
H 0.144 0.515 0.484
H -0.040 0.608 0.039
H 0.043 0.077 -0.351
C 0.476 -1.303 0.564
H -0.252 -0.232 -0.241
C 0.886 0.224 0.654
O 0.208 -1.236 0.225
H 0.315 0.411 0.329
H -0.259 -0.545 -0.156
H 0.175 -0.351 0.143
C -1.677 0.831 1.159
C 1.353 0.534 -1.444
H 0.730 0.071 0.287
C -0.312 0.704 -0.885
H 0.291 -0.154 0.081
C 0.275 -0.579 2.020
H -0.928 -0.452 0.159
H 0.074 -0.442 0.514
H 0.246 -0.741 0.069
H -0.133 -0.439 0.335
H 0.351 0.222 -0.020
H -0.285 0.168 -0.055
H 0.082 0.107 0.260
H -0.083 -0.327 -0.137
C -0.136 -0.543 0.383
C 1.589 0.117 -0.290
H 0.046 0.068 -0.228
N -0.715 0.018 -0.645
H 0.133 0.180 0.000
H 0.335 -0.593 -0.561
C 0.530 0.364 2.196
H 0.265 -0.089 -0.020
H -0.194 -0.224 -0.234
C 0.440 -0.412 -0.297
H -0.488 -0.299 -0.236
H -0.325 0.130 -0.076
O 0.271 0.223 -0.096
H 0.312 -0.023 0.032
C 0.098 -0.561 -1.046
C 0.334 0.003 0.620
H -0.309 0.931 -0.304
H -0.505 -0.351 0.172
H 0.163 -0.218 -0.550
H -0.068 -0.120 0.183
H -0.133 -0.094 0.745
H -0.332 -0.117 0.098
H -0.357 0.220 0.380
N -0.958 -0.505 -0.375
H -0.462 -0.313 0.158
H 0.008 -0.801 -0.204
H 0.104 -0.393 0.142
H 0.332 0.110 0.476
H -0.012 -0.252 0.766
N 1.284 -0.955 -1.133
H -0.816 0.332 -0.448
H 0.284 0.018 0.009
O 0.224 0.068 0.188
N -0.427 -0.140 -0.509
H -0.028 -0.741 -0.332
H 0.461 -0.766 -0.525
O -0.079 0.132 0.286
H 0.071 -0.098 -0.164
O 0.968 -0.309 -0.264
C 0.615 -0.528 0.704
H -0.124 -0.269 0.007
H -0.295 0.233 -0.601
H 0.294 0.406 -0.089
H -0.412 -0.183 0.136
O -0.080 0.345 0.153
H 0.181 -0.299 -0.221
H 0.605 -0.413 -0.422
H -0.129 -0.063 -0.160
N -1.419 0.642 -0.730
N -0.336 -0.032 0.481
H -0.431 -0.502 -0.649
O -0.027 -0.850 1.071
C -0.154 0.973 1.036
H 0.101 -0.049 -0.123
H 0.059 0.680 -0.252
H 0.105 -0.332 0.520
H 0.671 -0.701 0.161
C -1.244 1.632 0.601
N -0.709 -0.268 -0.145
H -0.334 0.598 -0.051
H -0.207 0.148 -0.432
H -0.344 0.012 -0.283
C -0.899 0.258 -0.178
C 0.555 -0.276 0.586
H 0.162 -0.378 0.012
H 0.141 -0.073 -0.434
N -1.104 -0.175 -0.121
H 0.063 -0.153 0.398
O -1.716 -0.229 -0.249
H -1.086 -0.116 -0.107
H -0.294 -0.130 0.144
H 0.038 0.207 0.276
C 1.524 0.724 -0.327
H 0.465 -0.017 -0.068
H 0.078 -0.388 -0.089

LUMO energy = -0.00064 hartree
Charge = 0
Energy relative to the best compared isomer or geometry (same formula, charge and spin) = 5.574 eV
Strongest force on any atom = 2.4 eV Å⁻¹
Frontier orbital gap = 8.96 eV
Spin multiplicity = 1

Mulliken atomic charge list, values in e, 4 entries:
1 C -0.755
2 H 0.247
3 H 0.266
4 H 0.283